14
Properties=species:S:1:pos:R:3:forces:R:3 method="wB97M-V/def2-TZVPD" homo_lumo_gap_ev="7.300 / 8.267" homo_ev="-10.1 / -10.8"
C 0.98670 -1.36639 0.06009 2.2 -2.6 0.7
C 1.37832 -0.11483 -0.61776 -1.1 0.8 -2.5
O -1.82469 -0.50098 -0.18508 -1.2 0.2 -0.4
O -3.06449 -0.47730 -0.21748 0.5 -0.1 -0.3
O -1.34323 0.23620 1.77330 -0.1 -1.0 1.6
O -1.44331 2.47569 0.31650 -0.3 0.5 -0.4
O 0.51974 0.95272 -0.28044 -1.8 0.9 1.1
Si -0.92579 0.97567 0.51572 2.1 0.5 -0.7
H 1.78942 -2.16164 -0.07770 -0.7 1.0 0.0
H 0.93030 -1.25500 1.13565 0.1 0.4 0.3
H 0.10072 -1.90723 -0.18752 -0.8 0.3 -0.8
H 1.28646 -0.07735 -1.76338 0.5 -0.9 1.5
H 2.36555 0.21751 -0.37211 0.7 -0.1 0.3
H -0.75570 3.00292 -0.09979 -0.1 0.3 -0.2

=====

17
Properties=species:S:1:pos:R:3:forces:R:3 method="wB97M-V/def2-TZVPD" homo_lumo_gap_ev="7.493 / 6.184" homo_ev="-10.0 / -9.7"
C 3.42146 -1.00178 0.88342 -2.4 -0.7 0.1
C -2.82477 1.18226 -1.08467 -0.2 1.4 1.7
O 2.55669 0.77124 -0.81695 0.3 1.6 -0.2
O 1.87227 -1.55692 -1.26570 0.4 0.8 1.7
O -3.15081 -1.41898 -0.73939 0.0 0.2 0.9
O -3.74755 0.27614 1.12691 0.6 -0.9 -0.4
O -0.24052 1.25873 -0.04777 0.5 -0.9 1.0
O 0.51954 0.01310 2.01788 -0.5 0.3 -0.3
S 2.16273 -0.48752 -0.30051 0.0 -2.1 -2.5
S -2.87328 -0.23585 0.06931 -1.4 0.4 -1.4
S 0.00645 0.00644 0.65764 0.1 0.9 0.2
H 4.01095 -0.15291 1.07150 1.2 0.7 -0.2
H 2.89136 -1.25935 1.79263 0.0 -0.3 0.2
H 3.72225 -1.87838 0.34584 1.1 -0.4 0.1
H -2.24626 1.84023 -0.39085 -1.1 0.3 -0.9
H -2.22924 1.11910 -1.95266 0.7 -0.9 -0.9
H -3.85125 1.52443 -1.36665 0.8 -0.5 0.8

=====

10
Properties=species:S:1:pos:R:3:forces:R:3 method="wB97M-V/def2-TZVPD" smiles="C=O.CS" homo_lumo_gap_ev=9.827 homo_ev=-9.3
C -1.13229 -1.79625 -0.01429 -2.2 -1.9 -1.4
S -1.98784 -0.23055 -0.17399 1.0 1.6 1.3
H -0.55701 -1.88267 -0.94418 0.0 -0.7 0.6
H -0.55781 -1.80680 0.84608 1.5 0.1 1.5
H -1.88377 -2.69052 0.18134 1.4 1.9 -0.9
H -0.97607 0.54612 0.50359 -1.6 -1.1 -1.0
O 2.37728 2.92678 -0.53950 -1.0 -2.0 1.1
C 1.75775 1.98172 -0.06753 3.0 -0.4 -1.5
H 0.72255 2.07702 0.15636 -1.2 0.1 0.5
H 2.23721 0.87517 0.05213 -0.8 2.3 -0.1

=====

11
Properties=species:S:1:pos:R:3:forces:R:3 method="wB97M-V/def2-TZVPD" smiles="CC[S@H](=O)=S" homo_lumo_gap_ev=9.983 homo_ev=-9.5
C 0.76252 -0.05490 -0.11790 -1.7 -2.3 -2.2
C -0.63805 0.26179 -0.72416 1.1 0.3 -0.2
O -2.15588 -1.87878 0.05100 0.2 -0.5 -0.3
S -3.52996 0.69031 -0.00271 -0.1 -0.1 0.1
S -2.03605 -0.45920 0.24464 1.0 1.3 0.5
H 0.87864 -1.12193 -0.20529 0.1 -0.7 0.5
H 1.68103 0.27407 -0.53579 0.3 1.2 -1.0
H 0.72768 0.23191 0.85588 0.2 0.7 3.0
H -0.81398 -0.22767 -1.72056 0.2 1.0 0.7
H -0.68945 1.37220 -0.66337 -0.9 -0.9 -0.6
H -1.49884 -0.29746 1.51588 -0.3 0.1 -0.5

=====

11
Properties=species:S:1:pos:R:3:forces:R:3 method="wB97M-V/def2-TZVPD" smiles="C=O.CSS" homo_lumo_gap_ev=8.423 homo_ev=-8.4
O 6.30886 -1.70288 0.32899 -1.3 2.0 0.3
C 5.75545 -0.79312 -0.29413 5.2 -2.3 -0.8
H 6.39422 -0.00324 -0.77350 -0.4 0.7 1.5
H 5.05521 -1.07602 -0.98636 -3.5 -0.4 -1.0
C -4.26514 0.12718 0.85351 4.4 2.7 1.2
S -3.51833 0.75022 -0.75272 0.9 -0.3 1.0
S -1.38697 0.97669 -0.28287 -1.0 0.3 -1.0
H -4.33162 0.96424 1.60517 0.0 -0.9 -0.9
H -3.74474 -0.71887 1.29390 0.1 0.0 -0.3
H -5.15419 -0.13491 0.49977 -4.0 -1.2 -1.1
H -1.11275 1.61071 -1.49175 -0.3 -0.5 1.1

=====

11
Properties=species:S:1:pos:R:3:forces:R:3 method="wB97M-V/def2-TZVPD" smiles="C=O.CSS" homo_lumo_gap_ev=8.715 homo_ev=-8.4
O 0.50654 -1.43013 3.48141 0.5 -0.5 0.0
C -0.15528 -0.75303 2.75977 -0.9 1.1 0.5
H -1.24260 -0.61844 2.91745 -0.1 -0.4 -0.1
H 0.23358 -0.06344 1.99574 0.5 -0.3 -0.1
C 0.72222 0.41406 -0.78094 0.6 1.0 -0.3
S -0.29160 1.35598 -1.98717 0.3 -1.0 0.8
S -1.19004 -0.30175 -2.91374 -0.1 0.7 -0.1
H 0.23449 0.03478 0.10852 -0.6 0.0 -0.3
H 1.31274 -0.37145 -1.24954 -0.2 0.0 -0.2
H 1.42345 1.18368 -0.44326 0.1 -0.2 0.1
H -1.55349 0.54975 -3.88825 -0.2 -0.4 -0.2

=====

11
Properties=species:S:1:pos:R:3:forces:R:3 method="wB97M-V/def2-TZVPD" smiles="C=CO.SS" homo_lumo_gap_ev=8.706 homo_ev=-8.4
S -0.21375 0.10470 0.87717 -0.5 -1.2 -0.9
S -0.90323 1.92418 1.40815 -1.3 1.5 0.0
H -1.31545 -0.02585 0.04785 1.1 -0.1 0.6
H 0.06014 2.27374 2.22204 0.7 0.0 0.5
C -0.01779 -0.83457 -2.36774 0.3 -0.8 1.0
C 0.53613 -1.93226 -1.68898 2.7 2.5 0.5
O 1.78302 -1.71462 -0.89718 -1.5 0.9 -1.2
H -1.10472 -0.60215 -2.29717 0.6 -1.1 -1.1
H 0.56150 0.04432 -2.82296 -0.4 -1.3 1.8
H 0.43643 -3.06241 -1.70091 -1.0 1.8 0.3
H 1.85973 -0.77184 -0.49620 -0.8 -2.2 -1.5

=====

10
Properties=species:S:1:pos:R:3:forces:R:3 method="wB97M-V/def2-TZVPD" smiles="P#[PH2].C=C" homo_lumo_gap_ev="6.735 / 6.802" homo_ev="-8.0 / -8.2"
C 1.30601 -1.61745 0.20008 -1.8 -0.8 1.9
C 0.61841 -1.58989 1.34225 0.5 -1.6 -1.4
P -0.90887 0.11983 -1.63399 0.3 0.1 -0.3
P -1.77477 1.59170 -0.42462 1.1 -0.5 0.4
H 1.47266 -0.74637 -0.31583 1.0 1.9 -1.2
H 1.36678 -2.55255 -0.27690 0.7 -0.9 -0.7
H 0.28278 -2.56070 1.70474 0.0 0.4 0.5
H 0.29518 -0.69061 1.76675 -0.3 1.1 0.9
H -2.03217 2.72932 -1.18950 -0.3 0.2 -0.3
H -2.96341 0.91398 -0.37704 -1.2 0.2 0.2

=====

10
Properties=species:S:1:pos:R:3:forces:R:3 method="wB97M-V/def2-TZVPD" smiles="C=C.SS" homo_lumo_gap_ev=9.637 homo_ev=-9.3
S -0.42150 1.87750 -1.59822 -0.3 0.4 0.3
S 1.19246 2.49647 -0.46578 0.1 -0.3 -0.1
H 0.16814 1.57387 -2.75160 0.4 -0.2 -0.2
H 1.52729 3.63337 -1.09211 -0.2 0.1 0.0
C -0.84168 -4.93808 1.74406 0.0 -0.2 0.2
C -0.85735 -4.40204 2.96202 0.2 0.8 -0.6
H -0.06161 -4.66824 1.04242 0.5 -0.8 0.2
H -1.58359 -5.66535 1.43221 -0.5 0.7 -0.4
H 0.06309 -3.99377 3.36654 -0.2 0.6 -0.2
H -1.78211 -4.12808 3.45466 0.0 -1.1 0.7

=====

10
Properties=species:S:1:pos:R:3:forces:R:3 method="wB97M-V/def2-TZVPD" smiles=CSSC homo_lumo_gap_ev=8.359 homo_ev=-7.8
C 1.53268 0.25214 -0.26344 -1.0 -0.4 1.1
S 0.88406 -0.92264 -1.57073 0.5 1.1 1.4
S -1.10768 -1.17968 -1.01321 -0.8 0.3 1.6
C -1.51618 -0.06965 0.50586 1.2 -0.6 -0.4
H 0.97170 1.22096 -0.25447 0.4 -0.9 -0.2
H 1.55206 -0.14031 0.83903 0.0 0.3 -2.3
H 2.52766 0.42663 -0.63770 0.5 0.2 0.2
H -2.34248 -0.53981 1.03817 -0.1 -0.1 -0.5
H -0.72464 0.07223 1.28122 -0.3 -0.4 -1.0
H -1.77717 0.88010 0.07527 -0.3 0.4 0.2

=====

10
Properties=species:S:1:pos:R:3:forces:R:3 method="wB97M-V/def2-TZVPD" smiles="C=C.SS" homo_lumo_gap_ev=8.838 homo_ev=-8.4
S -0.98341 -3.51788 -1.32155 -1.8 -1.4 1.2
S 0.88565 -2.79189 -1.34724 1.5 1.3 -1.4
H -1.44233 -3.06424 -2.45267 -0.2 0.5 -0.9
H 0.75216 -2.27949 -2.62845 0.5 -0.4 1.1
C -0.08445 6.97022 3.53491 -1.2 1.0 0.1
C 0.32511 6.27178 2.46163 1.1 0.3 -0.1
H 0.51394 7.85791 3.84170 0.3 -1.3 0.2
H -1.06550 7.02144 4.13079 1.1 -0.6 -1.7
H 1.38530 6.31059 2.20393 0.1 1.0 0.3
H -0.02326 5.65823 1.62610 -1.5 -0.4 1.2

=====

9
Properties=species:S:1:pos:R:3:forces:R:3 method="wB97M-V/def2-TZVPD" smiles=CC[SeH] homo_lumo_gap_ev=9.318 homo_ev=-8.6
C -0.88113 0.53266 -0.23528 0.3 1.7 -0.6
C 0.14217 -0.47769 0.07041 0.0 -3.4 -1.8
Se 1.91358 0.22844 -0.38104 0.2 -0.9 2.1
H -0.82188 1.22783 0.58978 -0.6 0.4 0.2
H -0.74707 1.15415 -1.13382 0.6 -0.4 0.1
H -1.83942 0.14602 -0.38903 -1.7 -0.8 0.4
H 0.12437 -1.48860 -0.58990 -0.5 2.3 1.6
H 0.04413 -0.77811 1.14344 0.4 0.2 -1.0
H 2.06525 -0.54471 0.92545 1.3 0.8 -1.0

=====

Energy relative to the best compared isomer or geometry (same formula, charge and spin) (computed, kcal/mol): 148.52, 22.65, 28.84, 31.64, 45.94, 20.59, 61.12, 55.57, 39.84, 20.55, 57.26, 11.17